Below is C4H8O3 as an isolated structure in a non-equilibrium geometry, with properties calculated with ωB97M-V with the def2-TZVPD basis set.

Element x y z (Å)
C -0.869 -0.092 -0.129
C 0.465 0.455 0.041
C 1.393 -0.521 -0.199
C -1.781 0.403 -1.200
O -1.300 -0.803 0.828
O 0.209 0.504 2.260
O 2.649 -0.188 -0.608
H -0.653 -0.272 1.843
H 0.952 0.025 2.638
H 3.142 -0.977 -0.861
H 0.667 1.448 -0.340
H 1.206 -1.546 0.101
H -2.262 -0.445 -1.687
H -1.244 1.003 -1.930
H -2.575 1.005 -0.757

Values from the calculation:
- relative energy (zero: lowest compared OMol25 entry of this formula, charge and spin) (kcal/mol) = 82.4
- max |F| (eV/Å) = 3.4
- highest occupied orbital energy (eV) = -8.01
- total charge = 0
- HOMO-LUMO gap (Eh) = 0.3137